96
Properties=species:S:1:pos:R:3 method="wB97M-V/def2-TZVPD" spin_multiplicity=6 lumo_energy_ha="-0.298 / -0.399" e_above_lowest_kcal_mol=57.2 charge=+3 s2=8.84 gap_ha="0.2507 / 0.1600" total_energy_ha=-3167.29707 homo_ev="-14.929 / -15.222"
Ru -0.3362 -0.0780 -0.2246
N 2.6400 -0.7665 1.3025
N 2.7974 -2.1473 1.0325
C 0.2361 -2.6191 0.8657
N -0.6177 -3.7303 1.0669
S -0.5111 -1.2004 1.8012
H 3.5389 -0.3401 1.0927
H 2.4942 -0.6789 2.3057
H 3.0291 -2.2507 0.0489
H -0.2623 -4.6403 0.8099
H -1.5614 -3.5922 0.7307
C -1.0052 2.9519 2.4463
C 0.3370 2.6098 1.7699
P 0.1679 3.1258 0.0119
C 1.0692 1.9453 -1.0599
C 2.4589 1.7990 -1.0203
C 3.0953 0.9633 -1.9253
C 2.3620 0.2588 -2.8763
C 0.9915 0.4453 -2.9747
C 0.3357 1.3062 -2.0871
C 1.0694 4.6852 -0.1429
C 1.1444 5.5703 0.9347
C 1.8166 6.7718 0.7842
C 2.3759 7.1117 -0.4413
C 2.2703 6.2455 -1.5226
C 1.6039 5.0402 -1.3850
C -2.1190 2.0045 1.9774
P -2.0840 1.7155 0.1630
C -3.2092 2.9383 -0.5769
C -2.8226 4.2599 -0.8055
C -3.7544 5.2093 -1.1905
C -5.0814 4.8440 -1.3707
C -5.4693 3.5284 -1.1626
C -4.5445 2.5738 -0.7745
C -2.9577 0.1258 -0.1276
C -3.8031 -0.5160 0.7772
C -4.3983 -1.7160 0.4262
C -4.1136 -2.3215 -0.7958
C -3.2607 -1.7042 -1.6961
C -2.6852 -0.4795 -1.3704
H -1.2779 3.9875 2.2270
H -0.9087 2.8714 3.5292
H 0.4970 1.5286 1.8089
H 1.1758 3.1241 2.2399
H 3.0352 2.3753 -0.3043
H 4.1751 0.8742 -1.9123
H 2.8697 -0.3814 -3.5863
H 0.4352 -0.0203 -3.7793
H -0.6573 1.6729 -2.3263
H 0.6887 5.3302 1.8873
H 1.8925 7.4502 1.6234
H 2.8749 8.0639 -0.5597
H 2.6925 6.5177 -2.4807
H 1.5042 4.3739 -2.2338
H -3.0990 2.4048 2.2406
H -1.9900 1.0292 2.4518
H -1.7895 4.5582 -0.7020
H -3.4451 6.2323 -1.3565
H -5.8060 5.5808 -1.6898
H -6.5035 3.2419 -1.2993
H -4.8676 1.5528 -0.6247
H -4.0218 -0.0729 1.7405
H -5.1089 -2.1764 1.1003
H -4.5775 -3.2643 -1.0536
H -3.0701 -2.1519 -2.6628
H -2.1559 0.0687 -2.1458
C 7.6959 -0.9328 1.9482
C 6.5467 -1.7800 2.3722
C 5.7122 -1.3849 3.4463
C 4.6731 -2.1717 3.8634
C 4.3990 -3.3851 3.1996
N 3.3891 -4.1703 3.7129
C 2.7387 -5.2742 3.1629
O 2.3612 -6.1901 3.8264
N 2.5625 -5.2937 1.7595
C 2.0504 -4.3676 0.8967
C 1.9004 -4.7162 -0.4347
C 1.4116 -3.9428 -1.4935
C 0.7440 -2.7009 -1.4950
N 0.2444 -2.0397 -0.4783
C 1.6754 -2.9970 1.3943
C 5.2212 -3.7873 2.1135
C 6.2776 -2.9975 1.7310
H 7.7324 0.0043 2.4986
H 7.6614 -0.7294 0.8757
H 8.6361 -1.4643 2.1224
H 5.9161 -0.4578 3.9676
H 4.0575 -1.8773 4.7055
H 3.2707 -4.1234 4.7207
H 2.5323 -6.2527 1.4310
H 2.2512 -5.7072 -0.7067
H 1.5460 -4.3748 -2.4774
H 0.5647 -2.2536 -2.4664
H 1.5932 -2.9962 2.4815
H 5.0667 -4.7483 1.6426
H 6.9342 -3.3360 0.9395